DFT (wB97M-V/def2-TZVPD) results for an isolated ion of composition C23H31OSi and charge +1.

```
! RIJCOSX wB97M-V def2-TZVPD def2/J DEFGRID3
* xyz 1 1
C 4.814 0.056 -0.288
C 3.389 0.348 -0.815
C 2.293 -0.082 0.071
C 1.134 0.817 0.450
C 1.150 0.937 1.992
O 2.488 -1.166 0.752
Si 2.052 -2.999 0.392
C 3.513 -4.070 0.776
C 0.693 -3.148 1.643
C 1.716 -2.888 -1.434
H 5.534 0.452 -1.021
H 4.985 0.589 0.660
H 5.001 -1.024 -0.162
H 3.245 1.437 -0.889
H 3.284 -0.069 -1.838
H 1.331 1.812 -0.012
H 1.438 1.960 2.262
H 0.165 0.731 2.432
H 1.871 0.233 2.439
H 3.187 -5.121 0.637
H 4.359 -3.902 0.090
H 3.861 -3.968 1.814
H -0.032 -3.917 1.344
H 1.127 -3.457 2.609
H 0.146 -2.206 1.807
H 1.013 -3.686 -1.717
H 1.264 -1.927 -1.718
H 2.637 -3.023 -2.013
C -1.995 1.634 1.369
C -3.169 2.486 1.483
C -3.695 2.770 2.755
C -4.891 3.467 2.887
C -5.570 3.920 1.749
C -5.038 3.677 0.473
C -3.833 2.982 0.328
C -1.261 1.473 0.248
C -0.226 0.368 0.026
C -0.485 -0.056 -1.448
C -1.107 -1.289 -1.644
C -1.411 -1.740 -2.928
C -1.171 -0.893 -4.026
C -0.695 0.409 -3.819
C -0.330 0.824 -2.524
H -1.721 1.076 2.280
H -3.147 2.435 3.628
H -5.282 3.659 3.883
H -6.525 4.444 1.870
H -5.562 4.044 -0.412
H -3.420 2.813 -0.663
H -1.368 2.179 -0.591
H -0.488 -0.515 0.652
H -1.350 -1.891 -0.764
H -1.870 -2.725 -3.052
H -1.395 -1.251 -5.023
H -0.639 1.120 -4.655
H -0.014 1.862 -2.343
*
```

## Properties
- LUMO (eV) = -4.238
- HOMO (hartree) = -0.3902
- energy above the lowest of the compared OMol25 structures with the same formula, charge and spin (eV) = 0.0000
- HOMO-LUMO gap (eV) = 6.4

DFT (wB97M-V/def2-TZVPD) results for C23H32BIrN7OS as an isolated structure.

```
! RIJCOSX wB97M-V def2-TZVPD def2/J DEFGRID3
* xyz 1 1
Ir 0.295 -0.144 -0.163
C -2.563 2.021 -3.945
C -1.739 1.233 -2.927
C -0.239 1.464 -3.150
C -2.151 1.590 -1.532
C -3.197 2.402 -1.091
C -3.150 2.339 0.288
N -2.134 1.550 0.646
N -1.524 1.097 -0.457
B -1.686 1.165 2.073
N -1.713 -0.371 2.119
C -2.322 -1.148 3.020
C -2.382 -2.431 2.521
C -1.782 -2.361 1.257
N -1.376 -1.111 1.053
C -1.710 -3.461 0.247
C -0.841 -4.622 0.743
C -1.257 -2.965 -1.124
N -0.260 1.690 2.270
C 0.200 2.523 3.210
C 1.499 2.861 2.896
C 1.778 2.184 1.706
N 0.701 1.479 1.362
C 2.953 2.347 0.801
C 2.992 3.822 0.387
C 4.274 1.945 1.452
H -2.256 1.768 -4.956
H -2.420 3.089 -3.799
H -3.619 1.788 -3.838
H -1.930 0.161 -3.072
H 0.016 2.513 -3.020
H 0.030 1.169 -4.162
H 0.359 0.864 -2.445
H -3.893 2.964 -1.674
H -3.782 2.797 1.018
H -2.410 1.624 2.881
H -2.680 -0.733 3.938
H -2.807 -3.292 2.989
H -2.736 -3.840 0.144
H 0.215 -4.358 0.722
H -0.989 -5.491 0.109
H -1.112 -4.894 1.760
H -0.294 -2.439 -1.056
H -1.989 -2.278 -1.544
H -1.142 -3.800 -1.811
H -0.415 2.839 4.028
H 2.152 3.500 3.448
H 2.782 1.729 -0.090
H 3.113 4.458 1.260
H 2.067 4.102 -0.110
H 3.819 4.010 -0.291
H 4.416 2.490 2.382
H 5.102 2.183 0.787
H 4.300 0.879 1.668
O 2.197 -0.574 -1.178
N 3.170 -1.330 -0.752
C 4.313 -1.339 -1.458
C 5.369 -2.130 -1.093
C 5.245 -2.973 0.016
C 4.086 -2.927 0.754
C 3.041 -2.071 0.382
S 1.637 -1.890 1.343
H 4.328 -0.681 -2.314
H 6.276 -2.090 -1.675
H 6.053 -3.635 0.287
H 3.947 -3.530 1.638
*
```

## Properties
- LUMO (spin up / spin down) (eV) = -4.708 / -4.607
- HOMO (spin up / spin down) (hartree) = -0.4144 / -0.4148
- energy above the lowest of the compared OMol25 structures with the same formula, charge and spin (eV) = 3.8079
- HOMO-LUMO gap (spin up / spin down) (eV) = 6.6 / 6.7

DFT (wB97M-V/def2-TZVPD) results for C23H32BN9O2Sn as an isolated structure.

```
! RIJCOSX wB97M-V def2-TZVPD def2/J DEFGRID3
* xyz 0 1
Sn 0.147 -0.901 -0.592
C -1.292 0.924 -3.096
C -0.045 1.557 -2.675
C 0.453 2.779 -2.959
C 1.688 2.907 -2.251
C 2.558 4.172 -2.218
N 1.863 1.725 -1.539
N 0.835 0.886 -1.854
B 2.777 1.448 -0.201
N 3.323 -0.008 -0.474
N 2.437 -1.044 -0.728
C 3.107 -2.204 -0.645
C 2.475 -3.490 -0.957
C 4.474 -1.932 -0.486
C 4.571 -0.525 -0.393
C 5.746 0.365 -0.005
N 1.839 1.404 0.996
N 0.763 0.510 1.102
C 0.147 0.705 2.268
C -0.950 -0.190 2.735
C 0.677 1.841 2.873
C 1.806 2.183 2.061
C 2.700 3.348 2.172
H -1.746 1.405 -3.950
H -1.150 -0.158 -3.319
H -2.024 1.002 -2.279
H -0.083 3.520 -3.570
H 2.409 4.721 -3.174
H 2.269 4.864 -1.377
H 3.620 3.910 -2.045
H 3.572 2.312 -0.234
H 1.703 -3.734 -0.207
H 2.043 -3.504 -1.933
H 3.224 -4.271 -0.987
H 5.247 -2.668 -0.475
H 6.684 -0.096 -0.340
H 5.641 1.343 -0.491
H 5.767 0.499 1.060
H -0.777 -1.206 2.485
H -1.047 -0.093 3.822
H -1.905 0.141 2.327
H 0.360 2.266 3.825
H 2.189 4.237 1.861
H 3.015 3.538 3.170
H 3.551 3.203 1.495
O -4.505 -3.139 -0.028
C -3.414 -3.519 0.406
C -3.301 -4.621 1.497
C -1.840 -4.512 1.903
C -1.293 -3.394 0.954
O -0.161 -2.896 1.115
N -2.194 -3.044 0.001
H -3.482 -5.596 0.995
H -4.137 -4.504 2.192
H -1.318 -5.487 1.755
H -1.607 -4.262 2.996
C -6.257 -0.260 -0.631
N -4.965 0.437 -0.288
C -4.708 1.788 -0.034
C -3.339 1.919 0.180
N -2.771 0.672 0.102
C -3.740 -0.213 -0.127
H -6.728 0.330 -1.430
H -6.888 -0.155 0.243
H -6.005 -1.296 -0.883
H -5.464 2.579 0.108
H -2.743 2.794 0.281
H -3.803 -1.311 -0.101
*
```

## Properties
- LUMO (eV) = 0.491
- HOMO (hartree) = -0.2893
- energy above the lowest of the compared OMol25 structures with the same formula, charge and spin (eV) = 0.0943
- HOMO-LUMO gap (eV) = 8.4

DFT (wB97M-V/def2-TZVPD) results for a 9-piece molecular cluster, C23H32BrN10S overall.

```
! RIJCOSX wB97M-V def2-TZVPD def2/J DEFGRID3
* xyz 1 1
C -3.626 0.597 -1.889
C -3.586 0.251 -3.178
C -2.638 -0.813 -3.663
C -1.239 -0.276 -3.876
N -1.122 0.996 -3.970
N 0.139 1.462 -4.190
C 1.164 0.659 -4.278
S 2.761 1.426 -4.709
C 1.085 -0.759 -4.166
C -0.159 -1.247 -3.954
Br -0.431 -3.085 -3.777
H -3.743 1.637 -1.615
H -3.492 -0.180 -1.146
H -4.259 0.693 -3.905
H -2.981 -1.131 -4.657
H -2.624 -1.709 -3.048
H 0.252 2.458 -4.299
H 2.492 1.783 -5.983
H 1.953 -1.392 -4.242
C 2.565 0.923 0.135
C 2.243 0.831 -1.275
N 1.972 0.764 -2.388
H 1.791 1.491 0.650
H 2.618 -0.074 0.567
H 3.524 1.423 0.264
C -0.445 -1.285 0.544
C -1.766 -1.742 0.134
N -2.810 -2.098 -0.177
H -0.273 -1.524 1.590
H 0.319 -1.772 -0.062
H -0.378 -0.204 0.413
C 4.210 -0.356 4.008
C 2.925 -0.569 3.358
N 1.913 -0.729 2.840
H 4.124 -0.588 5.067
H 4.963 -0.998 3.562
H 4.516 0.682 3.891
C -3.814 3.941 1.047
C -2.717 3.077 0.633
N -1.859 2.388 0.311
H -4.490 4.104 0.211
H -4.362 3.474 1.865
H -3.428 4.901 1.379
C 0.551 -3.669 4.809
C 1.608 -2.877 5.424
N 2.440 -2.254 5.906
H 0.356 -4.555 5.411
H -0.359 -3.077 4.741
H 0.855 -3.975 3.810
C -4.678 -3.347 -2.679
C -5.678 -4.270 -3.205
N -6.463 -4.995 -3.618
H -3.683 -3.680 -2.969
H -4.854 -2.350 -3.077
H -4.736 -3.309 -1.595
C -1.315 7.311 -0.179
C -2.667 6.919 -0.559
N -3.731 6.613 -0.855
H -1.126 7.033 0.857
H -0.592 6.810 -0.819
H -1.199 8.387 -0.285
C 7.115 -3.453 5.214
C 7.212 -2.067 4.772
N 7.289 -0.977 4.424
H 6.107 -3.825 5.043
H 7.822 -4.067 4.659
H 7.343 -3.517 6.276
*
```

## Properties
- LUMO (eV) = -3.869
- HOMO (hartree) = -0.4161
- HOMO-LUMO gap (eV) = 7.5

DFT (wB97M-V/def2-TZVPD) results for C23H32F3HfN4O4S3 as an isolated structure.

```
! RIJCOSX wB97M-V def2-TZVPD def2/J DEFGRID3
* xyz 1 1
Hf -14.010 -7.364 -7.734
C -8.962 -5.725 -11.688
C -9.143 -6.002 -10.170
N -10.396 -5.467 -9.631
C -11.648 -6.061 -9.528
S -12.955 -5.202 -8.690
N -11.800 -7.300 -10.017
N -12.971 -7.833 -9.715
C -13.325 -8.886 -10.404
C -12.534 -9.538 -11.448
C -14.696 -9.478 -10.101
C -15.304 -10.480 -10.888
C -16.555 -10.892 -10.543
C -17.209 -10.256 -9.498
C -16.551 -9.228 -8.798
N -15.307 -8.865 -9.124
H -8.732 -4.731 -12.036
H -8.219 -6.393 -12.057
H -9.866 -5.972 -12.207
H -9.185 -7.122 -10.004
H -8.359 -5.593 -9.525
H -10.485 -4.517 -9.337
H -12.444 -10.601 -11.258
H -13.020 -9.347 -12.429
H -11.527 -9.098 -11.564
H -14.697 -10.887 -11.693
H -17.063 -11.664 -11.097
H -18.242 -10.570 -9.230
H -17.082 -8.664 -8.051
F -11.410 -5.721 -3.441
C -11.443 -5.567 -4.746
F -12.005 -4.419 -5.128
F -10.221 -5.603 -5.271
S -12.347 -7.110 -5.328
O -12.099 -8.020 -4.268
O -11.801 -7.499 -6.604
O -13.809 -6.800 -5.579
C -17.728 -4.288 -8.108
C -17.337 -4.471 -6.781
C -16.428 -5.444 -6.483
C -15.806 -6.294 -7.420
C -16.145 -6.040 -8.717
C -17.226 -5.156 -9.118
H -18.328 -3.439 -8.393
H -17.771 -3.923 -5.930
H -16.251 -5.652 -5.415
H -15.621 -6.448 -9.648
H -17.507 -4.986 -10.117
C -16.638 -12.747 -7.291
C -15.329 -12.016 -7.042
C -15.300 -11.152 -5.770
S -13.878 -10.024 -5.575
O -13.731 -9.342 -6.971
C -12.356 -11.019 -5.428
C -12.029 -12.042 -6.624
C -10.829 -11.696 -7.435
H -16.622 -13.248 -8.266
H -17.427 -12.004 -7.332
H -16.878 -13.515 -6.502
H -15.124 -11.335 -7.874
H -14.435 -12.650 -6.998
H -15.377 -11.763 -4.859
H -16.052 -10.391 -5.738
H -12.408 -11.501 -4.463
H -11.662 -10.140 -5.346
H -12.890 -11.946 -7.301
H -12.058 -13.088 -6.431
H -11.008 -10.739 -7.846
H -10.615 -12.461 -8.184
H -9.979 -11.649 -6.747
*
```

## Properties
- LUMO (eV) = -3.479
- HOMO (hartree) = -0.4002
- energy above the lowest of the compared OMol25 structures with the same formula, charge and spin (eV) = 1.6715
- HOMO-LUMO gap (eV) = 7.4

DFT (wB97M-V/def2-TZVPD) results for C23H32FeO6 as an isolated structure.

```
! RIJCOSX wB97M-V def2-TZVPD def2/J DEFGRID3
* xyz 0 5
C 3.255 -2.993 2.184
C 1.783 -2.656 2.145
O 1.576 -1.276 1.973
C 0.245 -0.975 2.082
C -0.169 0.392 1.929
C -1.633 0.702 1.971
C -2.452 -0.132 0.954
C -3.960 0.165 1.045
C -4.478 -0.035 2.484
C -3.680 0.827 3.481
C -2.180 0.512 3.401
C 0.735 1.503 1.835
O 0.268 2.631 1.658
O 2.079 1.290 1.967
C 2.776 2.514 1.998
C 4.272 2.300 2.055
O -0.606 -1.841 2.292
H 3.427 -4.054 2.383
H 3.726 -2.745 1.233
H 3.753 -2.412 2.963
H 1.270 -3.175 1.326
H 1.277 -2.960 3.071
H -1.748 1.764 1.702
H -2.078 0.046 -0.061
H -2.273 -1.194 1.159
H -4.146 1.201 0.738
H -4.519 -0.461 0.333
H -5.557 0.180 2.543
H -4.365 -1.092 2.752
H -3.843 1.884 3.243
H -4.061 0.691 4.501
H -1.995 -0.524 3.702
H -1.608 1.129 4.102
H 2.484 3.095 1.114
H 2.419 3.079 2.869
H 4.816 3.235 2.208
H 4.521 1.625 2.876
H 4.631 1.848 1.131
C 0.688 0.498 -1.536
C -0.182 -0.315 -2.457
C -0.875 -1.396 -2.035
Fe 0.592 -2.140 -3.463
C 0.916 -3.420 -2.159
O 1.095 -4.206 -1.355
C 2.230 -1.257 -3.254
O 3.212 -0.696 -3.133
C -0.749 -3.349 -4.640
C 0.609 -3.785 -4.866
C 1.362 -2.677 -5.388
C 0.468 -1.546 -5.500
C -0.835 -1.958 -5.035
H 0.106 1.222 -0.966
H 1.200 -0.142 -0.818
H 1.467 1.034 -2.087
H -0.375 0.090 -3.453
H -0.737 -1.763 -1.019
H -1.646 -1.882 -2.628
H -1.586 -3.971 -4.309
H 0.982 -4.809 -4.789
H 2.401 -2.714 -5.717
H 0.726 -0.565 -5.909
H -1.744 -1.350 -5.076
*
```

## Properties
- LUMO (spin up / spin down) (eV) = 0.698 / -2.029
- expectation value of S² = 6.165
- HOMO (spin up / spin down) (hartree) = -0.2414 / -0.2875
- HOMO-LUMO gap (spin up / spin down) (eV) = 7.3 / 5.8

DFT (wB97M-V/def2-TZVPD) results for one molecule with the formula C23H32N2O5.

```
! RIJCOSX wB97M-V def2-TZVPD def2/J DEFGRID3
* xyz 0 1
C -2.571 -3.656 0.061
C -1.490 -3.178 1.014
H -1.779 -2.255 1.528
H -1.254 -3.935 1.770
O -0.310 -2.929 0.241
C 0.554 -2.029 0.675
O 0.478 -1.463 1.743
C 1.605 -1.735 -0.395
N 1.023 -0.965 -1.485
H 0.416 -1.550 -2.056
C 0.271 0.227 -1.128
C 0.616 1.336 -2.135
H 0.388 0.992 -3.140
H 1.677 1.560 -2.079
H 0.049 2.243 -1.936
H 0.538 0.549 -0.122
C -1.236 -0.034 -1.255
O -1.648 -0.922 -1.984
N -2.080 0.811 -0.628
C -1.760 1.731 0.448
C -1.367 0.892 1.669
O -2.091 0.085 2.186
O -0.119 1.126 2.052
H 0.184 0.435 2.672
C -3.051 2.528 0.699
H -2.855 3.599 0.687
H -3.454 2.265 1.676
C -4.039 2.115 -0.404
C -5.435 1.802 0.125
H -5.788 2.552 0.831
C -5.283 0.419 0.757
H -6.235 -0.104 0.828
H -4.871 0.505 1.762
C -4.288 -0.319 -0.146
H -3.609 -0.929 0.444
H -4.802 -0.967 -0.854
C -3.505 0.769 -0.907
H -3.619 0.636 -1.986
H -6.136 1.757 -0.710
H -4.057 2.866 -1.196
H -0.920 2.378 0.181
C 2.816 -1.016 0.204
H 3.200 -1.603 1.040
H 2.509 -0.047 0.601
C 3.910 -0.814 -0.848
C 5.022 0.028 -0.296
C 6.165 -0.556 0.234
C 7.174 0.223 0.772
C 7.051 1.602 0.793
C 5.914 2.195 0.271
C 4.908 1.413 -0.268
H 4.024 1.881 -0.676
H 5.812 3.271 0.283
H 7.838 2.211 1.212
H 8.059 -0.246 1.178
H 6.268 -1.632 0.220
H 3.461 -0.331 -1.717
H 4.294 -1.787 -1.159
H 1.923 -2.692 -0.824
H -2.299 -4.620 -0.361
H -2.677 -2.942 -0.753
H -3.515 -3.748 0.589
*
```

## Properties
- LUMO (eV) = 0.693
- structure (SMILES) = CCOC(=O)[C@H](CCc1ccccc1)N[C@@H](C)C(=O)N1[C@H](C(=O)O)C[C@@H]2CCC[C@@H]21
- HOMO (hartree) = -0.3227
- energy above the lowest of the compared OMol25 structures with the same formula, charge and spin (eV) = 0.2731
- HOMO-LUMO gap (eV) = 9.5